{"formula": "C2H5ClOS", "method": "ωB97M-V with the def2-TZVPD basis set", "elements": ["H", "H", "H", "S", "C", "H", "O", "H", "Cl", "C"], "xyz": [[1.941985, -0.861148, 1.226818], [1.982378, -1.198974, -0.375421], [-1.677005, 1.658042, 0.207077], [-0.528818, -0.416993, -2.143039], [-0.804839, -0.141157, -0.602547], [0.037393, 1.707400, -0.466860], [1.495690, -1.254083, 0.432355], [-0.424726, 0.863332, 1.167850], [-1.308525, -1.494881, 0.429377], [-0.713532, 1.138461, 0.124391]], "forces_ev_per_a": [[-0.1, -0.5, -1.7], [1.0, 0.4, -0.3], [0.2, -0.1, -0.3], [0.1, 0.1, -0.7], [-0.9, -1.3, 0.3], [-0.6, 0.1, 0.9], [-0.3, 0.2, 2.1], [0.2, 0.7, -0.8], [-0.5, 0.4, -0.2], [0.8, -0.1, 0.6]], "nbo_charge": [0.487, 0.485, 0.254, 0.081, -0.113, 0.248, -0.962, 0.240, -0.004, -0.716], "e_above_lowest_kcal_mol": 12.3, "lumo_energy_ev": -0.2, "smiles": "CC(=S)Cl.O", "gap_ev": 8.75, "homo_energy_ha": -0.329}

***

{"formula": "C5H7N", "method": "ωB97M-V with the def2-TZVPD basis set", "elements": ["N", "H", "H", "H", "H", "H", "C", "C", "C", "C", "H", "H", "C"], "xyz": [[-0.163381, 0.616357, 0.904720], [0.726128, -1.647337, -1.249168], [-1.974397, 1.281559, -0.977181], [-0.765360, 1.351126, 1.232970], [1.059530, 0.271812, 2.636990], [-0.542361, 1.338867, -2.005672], [1.280331, -1.058030, 0.849013], [-0.309834, 0.037818, -0.328395], [0.573882, -1.012084, -0.387044], [0.798668, -0.040962, 1.633822], [2.064132, -1.755584, 1.115240], [-1.603016, -0.069030, -2.051092], [-1.157118, 0.675393, -1.387021]], "forces_ev_per_a": [[-0.1, 0.0, 0.0], [0.0, 0.0, 0.1], [0.2, -0.2, 0.1], [0.2, 0.0, 0.1], [-0.1, -0.1, -0.2], [-0.1, 0.0, 0.0], [0.0, 0.0, 0.1], [0.1, 0.0, 0.0], [0.0, 0.1, -0.1], [0.0, -0.1, 0.0], [-0.2, 0.1, 0.0], [0.1, 0.0, 0.1], [0.0, 0.0, -0.1]], "nbo_charge": [-0.507, 0.218, 0.211, 0.406, 0.211, 0.220, -0.296, 0.126, -0.312, -0.086, 0.221, 0.228, -0.638], "e_above_lowest_kcal_mol": 1.1, "lumo_energy_ev": 1.1, "smiles": "Cc1ccc[nH]1", "gap_ev": 9.03, "homo_energy_ha": -0.293}

***

{"formula": "C4H27N3O7S", "method": "ωB97M-V with the def2-TZVPD basis set", "elements": ["H", "C", "H", "H", "O", "O", "H", "S", "H", "O", "N", "O", "N", "H", "H", "H", "H", "C", "H", "H", "H", "H", "H", "H", "H", "H", "C", "O", "C", "N", "H", "H", "H", "H", "H", "H", "H", "O", "O", "H", "H", "H"], "xyz": [[3.766640, -0.654474, -1.735824], [0.728347, 2.017972, -0.577405], [-2.239962, -0.204838, -2.256288], [-1.864075, -0.307730, 2.851954], [-2.455663, -0.959480, 3.218989], [0.575266, -1.096553, -2.115517], [1.332486, -0.507941, -2.200933], [0.178900, 3.693788, -1.023444], [0.630308, 4.506394, -0.101648], [-1.584859, 0.338121, -2.622755], [-0.400896, 0.121629, 1.041804], [3.445183, -0.102667, -2.395073], [-2.307834, -1.202642, 0.101148], [1.679800, 3.452932, 1.546068], [2.627645, 1.134814, 0.993787], [1.437671, 2.996409, 3.053663], [0.215148, 1.297070, -1.330896], [0.402829, 1.384813, 0.825721], [0.965870, -1.842725, -0.780769], [-2.555714, 0.723727, 0.815995], [1.265980, -2.713974, 1.606414], [1.636305, 0.548072, 2.437398], [3.273526, -0.615379, -3.243714], [-2.957473, -2.098886, -2.319848], [1.631897, -3.205550, -0.934576], [-2.875734, -1.630555, 0.854213], [1.735839, 1.330736, 1.691412], [-3.516000, -1.323378, -2.113784], [-1.718090, 0.100516, 0.303520], [1.893341, 2.690065, 2.183523], [-1.887790, 0.824191, -3.378819], [-1.859792, -1.665705, 3.542372], [-1.416752, 0.600980, -0.741583], [0.201763, -0.720502, 0.963422], [-3.695636, -1.467288, -1.183982], [-0.322594, 2.178509, 1.207432], [-1.652849, -1.893072, -0.343739], [1.588464, -2.545378, -0.306188], [0.897250, -2.468736, 2.396117], [1.856555, 1.943830, -0.766199], [1.592575, -2.086732, 3.092259], [-0.247874, -0.570388, -2.254240]], "forces_ev_per_a": [[1.0, -2.0, 1.6], [1.1, -2.0, -1.6], [-2.9, -1.5, 0.3], [0.4, 0.3, 0.1], [0.1, -0.9, 0.2], [-0.8, 0.2, 0.2], [0.4, 0.3, -0.2], [-1.1, -1.1, -1.0], [0.7, 0.1, 0.9], [2.9, 1.7, -0.3], [1.4, 1.9, -2.8], [-1.9, 1.2, -3.4], [1.9, -0.4, 0.5], [0.4, -0.6, -0.4], [-1.4, -0.1, 1.0], [0.3, -1.0, -0.3], [0.9, 1.7, 0.9], [-1.5, 0.1, 1.8], [1.7, -1.8, 0.7], [1.9, -0.6, -0.7], [2.3, -1.0, -3.3], [0.3, 0.4, 0.4], [0.7, 0.7, 1.9], [-0.6, 0.4, -0.3], [0.3, -2.4, -2.0], [0.9, 0.7, -0.2], [-0.3, 1.4, -1.7], [0.1, -1.0, -1.2], [-1.4, 0.1, -0.1], [0.0, 0.6, 1.2], [-0.5, 0.1, -0.5], [-0.4, 0.5, -0.2], [-0.9, -0.9, 2.2], [-0.7, 0.0, 0.6], [-0.2, 0.3, 0.3], [0.9, -0.9, 0.2], [-0.9, 0.9, 0.9], [-1.6, 3.7, 1.6], [-0.3, 2.8, 6.0], [-1.6, -0.1, 0.3], [-2.0, -1.7, -2.8], [0.6, 0.0, -0.6]], "nbo_charge": [0.483, -0.578, 0.505, 0.456, -0.936, -0.987, 0.504, 0.054, 0.123, -0.982, -0.324, -0.961, -0.841, 0.367, 0.219, 0.389, 0.263, -0.120, 0.485, 0.258, 0.500, 0.223, 0.493, 0.472, 0.477, 0.436, -0.215, -0.930, -0.146, -0.791, 0.518, 0.490, 0.291, 0.432, 0.494, 0.249, 0.385, -1.017, -0.985, 0.259, 0.488, 0.502], "multiplicity": 2, "total_charge": 1, "lumo_energy_ev": [-2.5, -7.4], "gap_ev": [10.33, 5.30], "homo_energy_ha": [-0.473, -0.466]}

***

{"formula": "C5H6O", "method": "ωB97M-V with the def2-TZVPD basis set", "elements": ["C", "C", "O", "H", "C", "C", "C", "H", "H", "H", "H", "H"], "xyz": [[0.259174, 0.994479, -0.975047], [-0.232416, 1.036984, 1.172381], [0.372733, -2.221649, -0.712642], [-0.591295, -1.878428, 1.048387], [0.008964, 1.957441, 0.203359], [0.541604, 0.264598, 0.266959], [-0.524275, -1.751383, -0.050566], [-0.629309, 0.741000, -1.550397], [-0.457828, 1.005065, 2.232974], [1.114920, 1.217682, -1.614478], [-1.399832, -1.233334, -0.491730], [1.537559, -0.132455, 0.470801]], "forces_ev_per_a": [[0.0, 0.0, -0.2], [0.0, -0.1, -0.2], [-0.5, -0.1, 0.2], [0.1, -0.1, -0.1], [0.1, 0.4, 0.2], [0.4, 0.5, 0.3], [-0.1, -0.6, -0.2], [0.1, 0.1, 0.3], [0.0, 0.0, -0.3], [-0.2, 0.0, 0.0], [0.2, -0.2, -0.1], [0.0, 0.1, 0.1]], "nbo_charge": [-0.457, -0.270, -0.536, 0.117, -0.005, -0.145, 0.259, 0.238, 0.241, 0.227, 0.115, 0.216], "e_above_lowest_kcal_mol": 122.1, "lumo_energy_ev": [0.1, 0.1], "smiles": "C1=C2C[C@H]12.C=O", "gap_ev": [8.62, 8.62], "homo_energy_ha": [-0.313, -0.313]}

***

Copy entry 2 word for word.
{"formula": "C5H7N", "method": "ωB97M-V with the def2-TZVPD basis set", "elements": ["N", "H", "H", "H", "H", "H", "C", "C", "C", "C", "H", "H", "C"], "xyz": [[-0.163381, 0.616357, 0.904720], [0.726128, -1.647337, -1.249168], [-1.974397, 1.281559, -0.977181], [-0.765360, 1.351126, 1.232970], [1.059530, 0.271812, 2.636990], [-0.542361, 1.338867, -2.005672], [1.280331, -1.058030, 0.849013], [-0.309834, 0.037818, -0.328395], [0.573882, -1.012084, -0.387044], [0.798668, -0.040962, 1.633822], [2.064132, -1.755584, 1.115240], [-1.603016, -0.069030, -2.051092], [-1.157118, 0.675393, -1.387021]], "forces_ev_per_a": [[-0.1, 0.0, 0.0], [0.0, 0.0, 0.1], [0.2, -0.2, 0.1], [0.2, 0.0, 0.1], [-0.1, -0.1, -0.2], [-0.1, 0.0, 0.0], [0.0, 0.0, 0.1], [0.1, 0.0, 0.0], [0.0, 0.1, -0.1], [0.0, -0.1, 0.0], [-0.2, 0.1, 0.0], [0.1, 0.0, 0.1], [0.0, 0.0, -0.1]], "nbo_charge": [-0.507, 0.218, 0.211, 0.406, 0.211, 0.220, -0.296, 0.126, -0.312, -0.086, 0.221, 0.228, -0.638], "e_above_lowest_kcal_mol": 1.1, "lumo_energy_ev": 1.1, "smiles": "Cc1ccc[nH]1", "gap_ev": 9.03, "homo_energy_ha": -0.293}